Computed, not measured: C36H28GeN3S2Ti as an isolated structure, with ωB97M-V/def2-TZVPD.

Last column: Mulliken charge in e.
Positions of all 71 atoms, in Å:
Ti (0.07, 0.50, -0.34)  -0.15
C (-3.56, 1.64, 4.06)  -0.50
C (-2.27, 2.03, 3.70)  -0.71
C (-1.70, 1.62, 2.51)  -0.05
C (-2.40, 0.78, 1.62)  0.17
C (-3.70, 0.41, 1.98)  -0.50
C (-4.26, 0.83, 3.18)  -0.50
N (-1.81, 0.38, 0.44)  0.51
N (-2.66, -0.35, -0.39)  -0.72
C (-2.21, -0.60, -1.57)  0.14
C (-3.04, -1.35, -2.50)  -0.67
C (-2.61, -1.62, -3.75)  -0.27
C (-1.31, -1.17, -4.17)  -0.80
C (-0.55, -0.49, -3.28)  -0.13
N (-0.94, -0.19, -2.01)  0.01
H (-4.00, 1.97, 4.99)  0.36
H (-1.70, 2.68, 4.36)  0.36
H (-0.72, 1.97, 2.24)  0.32
H (-4.26, -0.22, 1.31)  0.37
H (-5.27, 0.52, 3.43)  0.33
H (-4.00, -1.68, -2.13)  0.45
H (-3.23, -2.18, -4.43)  0.36
H (-0.94, -1.37, -5.16)  0.43
H (0.44, -0.15, -3.55)  0.26
S (0.94, 2.67, 0.01)  -0.35
C (2.19, 2.46, 1.24)  0.74
C (3.08, 3.50, 1.50)  -0.83
C (4.02, 3.39, 2.51)  -0.63
C (4.08, 2.25, 3.30)  -0.58
C (3.21, 1.21, 3.05)  -0.50
C (2.27, 1.30, 2.03)  0.32
S (1.17, -0.09, 1.73)  -0.36
H (3.03, 4.39, 0.89)  0.43
H (4.71, 4.21, 2.69)  0.37
H (4.82, 2.16, 4.09)  0.41
H (3.25, 0.29, 3.63)  0.41
C (1.51, -0.59, 0.10)  0.32
Ge (3.15, -1.26, -0.61)  2.21
C (3.04, -3.19, -0.99)  0.28
C (3.60, -4.21, -0.22)  -0.32
C (3.38, -5.55, -0.54)  -0.74
C (2.59, -5.89, -1.62)  -0.41
C (2.02, -4.89, -2.39)  -0.71
C (2.24, -3.55, -2.08)  -0.34
C (3.48, -0.44, -2.37)  -0.31
C (2.86, 0.72, -2.82)  0.14
C (3.20, 1.27, -4.05)  -0.79
C (4.16, 0.68, -4.85)  -0.47
C (4.79, -0.49, -4.41)  -0.68
C (4.44, -1.03, -3.19)  -0.21
C (4.68, -0.70, 0.50)  0.02
C (5.28, 0.52, 0.19)  -0.07
C (6.33, 1.01, 0.96)  -0.70
C (6.79, 0.29, 2.05)  -0.50
C (6.19, -0.92, 2.38)  -0.90
C (5.14, -1.41, 1.61)  -0.30
H (4.22, -3.97, 0.63)  0.12
H (3.83, -6.32, 0.07)  0.38
H (2.42, -6.93, -1.86)  0.35
H (1.39, -5.14, -3.24)  0.40
H (1.78, -2.78, -2.69)  0.27
H (2.10, 1.24, -2.24)  0.18
H (2.71, 2.18, -4.38)  0.42
H (4.43, 1.11, -5.81)  0.36
H (5.54, -0.97, -5.03)  0.39
H (4.93, -1.95, -2.86)  0.38
H (4.93, 1.10, -0.65)  0.32
H (6.77, 1.97, 0.71)  0.42
H (7.60, 0.68, 2.66)  0.39
H (6.54, -1.48, 3.24)  0.35
H (4.67, -2.34, 1.90)  0.27

Output
- Orbital gap: 5.91 eV
- Electronic energy: -5275.76752 a.u.
- HOMO: -3.32 eV
- E_LUMO: 2.6 eV
- Charge: -1